# C48H90F6O24S10

A 12-piece molecular cluster, C48H90F6O24S10 overall at a distorted geometry (the ωB97M-V functional and the def2-TZVPD basis, the OMol25 dataset).

```
178
Properties=species:S:1:pos:R:3:forces:R:3:lowdin_charge:R:1
C 1.237638 -0.114903 -0.408733 1.208 0.126 -0.354 -0.04
C -0.210868 0.097739 -0.314319 -1.526 2.545 -0.409 -0.19
O -0.945576 -0.997499 -0.854478 0.312 -2.004 0.186 0.05
C -2.232007 -0.951470 -0.739425 -1.684 0.970 0.129 -0.39
O -2.905023 0.017259 -0.448692 0.632 -1.437 -0.120 0.12
C -2.923437 -2.308066 -1.117041 -0.699 -0.475 -2.023 -0.46
F -2.139789 -3.376016 -0.948785 0.065 0.461 -0.102 0.14
F -4.068535 -2.544239 -0.498370 0.069 0.440 0.904 0.17
F -3.326851 -2.311005 -2.470445 1.218 0.361 1.305 0.09
H 1.457278 -0.687264 -1.312518 0.238 0.233 -0.079 0.06
H 1.598500 -0.685310 0.447948 0.143 0.262 -0.015 0.05
H 1.754416 0.879889 -0.479507 -0.360 -1.060 0.164 0.10
H -0.590887 0.943581 -0.945172 0.687 -0.214 0.699 0.15
H -0.528463 0.289808 0.717539 -0.170 -0.193 -0.186 0.13
C 0.447159 -1.977687 -4.480959 -0.328 0.815 0.692 -0.05
C 0.467807 -3.023764 -3.367131 -0.133 0.296 -1.588 -0.15
O 0.395330 -4.332021 -4.066422 -0.541 -0.285 1.782 0.03
C 0.028242 -5.329400 -3.243039 -0.137 0.540 1.041 -0.35
O -0.248823 -5.270336 -2.055382 0.313 0.011 -2.086 0.12
C 0.209987 -6.674083 -3.978380 0.130 0.069 0.641 -0.55
F 1.525799 -6.675872 -4.241244 0.284 -0.965 0.214 0.16
F -0.161034 -7.709083 -3.189821 0.637 0.662 -0.545 0.15
F -0.406396 -6.807117 -5.134168 -0.574 0.152 -0.354 0.19
H 0.808814 -1.001745 -4.049899 -0.341 -0.891 -0.464 0.08
H -0.550147 -1.817663 -4.912533 0.203 -0.103 0.207 0.08
H 1.108900 -2.288356 -5.286670 0.172 0.054 0.061 0.08
H -0.347057 -2.977500 -2.655324 -0.014 0.163 -0.012 0.09
H 1.422415 -2.914721 -2.880301 0.368 -0.486 0.430 0.11
O -1.694133 -0.231958 3.773689 1.254 1.142 1.018 -0.31
S -2.564903 -1.186493 3.200788 -1.701 -0.982 -2.106 0.66
O -2.130279 -1.879041 1.988412 0.199 -0.099 0.573 -0.31
C -3.167725 -2.370566 4.358304 -0.220 -2.166 0.792 -0.23
C -4.685458 -2.188047 4.469091 -0.496 -1.059 -0.412 -0.21
C -5.186741 -1.668503 3.123614 1.359 0.882 -1.265 -0.17
C -4.156801 -0.480201 2.789075 -1.333 -0.522 -0.167 -0.18
H -2.718243 -2.376646 5.362743 0.236 0.571 -0.537 0.12
H -2.975589 -3.389527 3.956788 0.059 0.705 -0.076 0.09
H -5.183258 -3.133452 4.741053 0.390 0.142 -0.231 0.12
H -4.866494 -1.546833 5.301449 -0.432 0.959 0.370 0.10
H -6.254639 -1.435145 2.991596 0.451 0.430 0.646 0.12
H -5.030377 -2.408680 2.309157 0.142 0.172 0.799 0.08
H -4.306733 0.428629 3.389487 -0.054 -0.290 -0.160 0.10
H -4.152373 -0.248832 1.709031 0.182 0.037 0.610 0.08
O -4.029207 1.767868 -2.539512 0.011 0.202 -0.411 -0.32
S -5.471402 1.656943 -2.541048 -0.895 0.255 -0.969 0.68
O -6.277539 2.170844 -3.652982 1.025 -0.531 0.893 -0.34
C -5.871219 -0.056320 -2.167280 -1.074 0.136 -0.324 -0.21
C -6.436811 -0.048987 -0.748560 0.051 -0.095 0.554 -0.19
C -5.833448 1.154910 -0.007165 0.719 0.508 -1.160 -0.23
C -6.053010 2.324097 -1.025273 -0.759 -1.539 0.757 -0.21
H -4.931033 -0.518381 -2.203177 1.267 -0.813 -0.055 0.04
H -6.515531 -0.483193 -2.953567 0.154 0.318 0.414 0.12
H -7.511701 0.176617 -0.803297 0.107 -0.549 0.100 0.12
H -6.238550 -0.986574 -0.165012 -0.343 0.658 -0.788 0.12
H -4.757716 1.040402 0.195284 -0.554 0.003 -0.109 0.07
H -6.353712 1.300399 0.914649 -0.220 0.397 0.521 0.09
H -5.579844 3.267062 -0.897005 0.317 0.673 0.477 0.08
H -7.131131 2.403395 -1.147519 -0.089 0.493 -0.074 0.11
O 0.275442 4.778417 -0.818171 -1.206 0.591 -1.311 -0.31
S 1.358674 4.518370 0.062529 1.182 0.034 1.809 0.67
O 1.099574 3.511688 1.078981 0.235 0.576 -0.146 -0.34
C 2.861646 4.124785 -0.780239 -0.151 2.120 0.270 -0.20
C 3.832490 5.342320 -0.603620 0.463 -1.509 0.722 -0.18
C 3.033686 6.616099 -0.316177 -0.833 0.106 1.278 -0.19
C 1.942307 6.099117 0.720320 0.787 1.163 0.923 -0.21
H 2.549063 4.009530 -1.770025 -0.273 -0.058 -1.856 0.05
H 3.171736 3.189698 -0.440558 0.944 -1.381 0.821 0.06
H 4.530235 5.058754 0.233838 -0.852 0.609 -0.399 0.13
H 4.492057 5.353648 -1.449437 0.114 0.399 -0.688 0.10
H 2.453663 7.070522 -1.136859 0.561 -0.585 -0.182 0.11
H 3.654859 7.460019 0.113024 -0.652 -1.147 -0.276 0.13
H 1.109172 6.844366 0.805980 0.561 -0.979 0.109 0.11
H 2.434437 5.905036 1.731483 -0.772 0.182 -1.240 0.13
O 3.566387 -1.010779 -2.827877 -0.135 -0.220 -0.292 -0.34
S 3.670048 0.282315 -3.473633 -0.471 -0.694 1.550 0.66
O 2.803412 1.316779 -2.935694 0.138 -0.004 -0.701 -0.33
C 5.351696 0.838686 -3.419429 -0.232 0.106 0.094 -0.22
C 5.653811 1.304064 -4.856976 -0.361 1.392 0.574 -0.18
C 4.333689 1.357517 -5.669483 -0.008 0.119 -1.117 -0.22
C 3.557442 0.129079 -5.244691 -1.134 0.390 0.146 -0.24
H 5.912810 0.000145 -3.001072 0.160 0.171 -0.359 0.10
H 5.400811 1.652291 -2.687116 -0.108 -0.216 -0.158 0.10
H 6.087616 2.305268 -4.735944 0.046 -0.282 -0.530 0.12
H 6.365040 0.660078 -5.314689 0.589 -0.527 -0.468 0.10
H 4.427956 1.286456 -6.768959 0.632 0.107 0.463 0.12
H 3.748004 2.288067 -5.549843 0.243 -0.502 0.456 0.10
H 4.067323 -0.814261 -5.487310 -0.208 0.260 -0.046 0.12
H 2.493078 0.141542 -5.590685 0.890 -0.166 0.454 0.12
O 3.385372 3.898506 4.990005 -0.155 4.086 0.751 -0.30
S 3.434093 2.564280 4.598822 -1.031 -3.053 -2.000 0.59
O 4.596043 2.073450 3.918473 1.088 -0.397 -0.029 -0.33
C 3.041209 1.627404 6.023849 0.700 -1.264 0.972 -0.27
C 1.871270 0.723619 5.637082 -1.199 1.197 -0.326 -0.18
C 0.985166 1.655828 4.641475 -0.006 -0.364 0.499 -0.18
C 1.990223 2.075868 3.544523 1.423 1.304 0.743 -0.21
H 2.833850 2.268133 6.882819 -0.230 0.225 -0.386 0.11
H 3.978468 1.110254 6.275470 -0.348 -0.201 -0.074 0.11
H 2.232208 -0.154644 5.088015 -0.299 0.080 0.196 0.10
H 1.285262 0.463614 6.548599 0.412 -0.113 -0.808 0.12
H 0.670256 2.590068 5.226744 0.290 -1.266 -0.814 0.13
H 0.072036 1.117440 4.266501 1.015 0.586 0.344 0.08
H 1.875390 3.043145 2.971710 -0.568 -1.363 0.572 0.08
H 2.441819 1.296996 2.887612 -0.853 0.297 0.477 0.10
O -4.522820 5.233960 2.957249 -0.265 2.466 0.763 -0.30
S -4.118025 4.085951 2.252594 2.170 -1.954 0.100 0.64
O -5.159165 3.141738 1.989660 -0.469 -0.988 -0.721 -0.31
C -3.088577 4.313350 0.785684 -2.089 -1.149 -2.046 -0.18
C -2.229781 3.025475 0.764877 0.116 1.048 -1.154 -0.21
C -1.771065 2.730129 2.165700 0.673 -1.200 -0.073 -0.24
C -2.721816 3.284660 3.150001 -1.545 1.331 1.395 -0.20
H -2.536373 5.226044 0.790954 0.397 0.647 0.347 0.09
H -3.833226 4.342011 -0.108039 1.357 0.058 1.456 0.12
H -2.770804 2.223657 0.259049 -0.046 0.025 0.395 0.09
H -1.306361 3.175366 0.206450 -0.293 0.229 -0.458 0.08
H -0.804299 3.139981 2.359263 0.661 0.580 -0.188 0.08
H -1.566247 1.655902 2.226290 -0.514 0.065 0.446 0.09
H -2.365474 4.191239 3.725171 -0.037 -1.293 -0.361 0.12
H -3.147129 2.528743 3.811499 -0.057 0.284 0.223 0.09
O 1.678851 3.602188 -5.854926 0.684 -0.567 -1.077 -0.32
S 1.131984 4.357032 -4.769259 -2.208 -1.863 0.485 0.65
O 1.966797 5.258235 -4.063645 0.915 1.666 0.530 -0.31
C -0.484811 4.950457 -5.391167 1.575 -0.406 -0.217 -0.21
C -1.343976 3.712393 -5.345648 0.880 -1.005 -0.986 -0.21
C -0.917251 2.761686 -4.201028 0.025 -0.069 0.423 -0.19
C 0.385339 3.234985 -3.579068 1.270 -0.627 -0.440 -0.23
H -0.271646 5.243335 -6.410259 -0.089 0.393 -0.151 0.10
H -0.772487 5.769878 -4.789780 -0.539 0.881 0.666 0.09
H -2.375576 3.952335 -5.231928 -0.795 0.188 -0.259 0.10
H -1.140578 3.182597 -6.317470 -0.655 0.458 0.886 0.13
H -0.719699 1.768608 -4.619536 -0.382 0.118 0.154 0.11
H -1.697668 2.689722 -3.434536 0.107 -0.125 -0.251 0.10
H 1.081314 2.363150 -3.458853 -0.400 1.087 0.066 0.08
H 0.371989 3.840714 -2.676402 -0.554 -0.252 0.088 0.06
O 6.862105 0.600547 -0.605754 1.212 0.063 -0.713 -0.35
S 6.438245 1.105872 0.674126 -2.495 0.224 -0.111 0.69
O 5.290884 2.020784 0.563498 1.550 -0.443 0.932 -0.35
C 6.066342 -0.442937 1.584351 0.974 1.215 1.271 -0.17
C 7.186377 -0.568992 2.686508 -1.285 0.670 -0.588 -0.19
C 8.373488 0.223259 2.144213 0.253 -0.040 -1.237 -0.24
C 7.885259 1.610155 1.656072 -1.031 -0.531 0.897 -0.20
H 6.286530 -1.094895 0.763708 -0.478 -0.860 -0.163 0.08
H 5.056207 -0.451288 2.006917 0.189 -0.074 -0.439 0.10
H 6.773130 -0.174215 3.627810 0.353 -0.004 -0.264 0.11
H 7.408049 -1.617549 2.814337 0.218 -0.245 0.162 0.11
H 8.799791 -0.354919 1.294223 -0.234 0.466 0.329 0.12
H 9.187639 0.385128 2.815455 0.423 -0.074 0.793 0.10
H 8.582827 2.188734 1.060980 -0.025 -0.061 -0.146 0.10
H 7.535460 2.177735 2.550623 0.061 -0.183 -0.796 0.12
O 2.331187 -1.502843 2.484133 0.384 -0.976 -0.387 -0.36
S 2.406182 -2.966923 2.397995 0.672 0.960 0.558 0.72
O 3.645098 -3.612815 2.855849 -1.577 0.479 -0.382 -0.34
C 0.895866 -3.543450 3.234013 0.677 -0.497 -1.083 -0.19
C 0.367761 -4.616679 2.272434 -0.295 -0.130 0.949 -0.21
C 0.615798 -4.183158 0.812378 -0.351 -1.901 0.049 -0.21
C 2.002822 -3.588706 0.732685 0.170 -0.096 0.285 -0.20
H 0.253953 -2.677567 3.303809 -0.100 0.241 0.020 0.08
H 1.251645 -3.876024 4.193095 -0.197 -0.283 0.465 0.10
H 0.825195 -5.591230 2.556295 -0.033 0.589 -0.581 0.13
H -0.705729 -4.765832 2.363554 -0.132 0.084 0.389 0.09
H -0.194768 -3.549555 0.433665 0.372 -0.043 0.208 0.10
H 0.570771 -5.191764 0.301581 0.075 1.502 -0.189 0.12
H 2.155956 -2.773066 0.036714 -0.034 0.059 -0.149 0.08
H 2.696502 -4.398584 0.541570 0.439 0.136 0.012 0.11
O -3.713238 -5.649315 3.449352 -0.515 -0.213 -0.361 -0.33
S -4.445154 -5.631151 2.192243 -0.612 1.077 0.786 0.68
O -5.403918 -4.553705 1.983380 0.042 -0.954 0.120 -0.32
C -3.339794 -5.607408 0.863718 -0.033 0.519 -0.477 -0.27
C -4.133536 -6.177611 -0.280172 2.001 -3.425 -0.456 -0.19
C -4.976310 -7.415426 0.241357 -0.536 0.993 -0.332 -0.18
C -5.100401 -7.263533 1.768743 1.817 -0.492 0.227 -0.21
H -2.495094 -6.168585 1.200850 0.662 -0.585 -0.144 0.11
H -3.046754 -4.584833 0.681470 0.128 0.245 0.196 0.08
H -4.691812 -5.447227 -0.766666 -1.123 1.182 -0.709 0.09
H -3.427217 -6.662342 -1.012527 -0.577 1.021 0.427 0.13
H -4.484907 -8.354120 -0.072310 -0.222 0.445 0.512 0.11
H -5.962869 -7.400349 -0.244631 0.278 -0.030 0.233 0.11
H -4.271842 -7.857328 2.234482 -1.028 0.065 -0.081 0.11
H -6.051766 -7.462325 2.232062 -0.240 -0.015 0.121 0.10
```
Forces are in eV/Å.

Its spin multiplicity is 1. For the total energy, the calculation gives -225028.8915 eV. The value obtained for the largest force on an atom is 4.2 eV/Å. As for the orbital gap: 0.3620 hartree. The structure (SMILES) is CCOC(=O)C(F)(F)F.CCOC(=O)C(F)(F)F.O=S1(=O)CCCC1.O=S1(=O)CCCC1.O=S1(=O)CCCC1.O=S1(=O)CCCC1.O=S1(=O)CCCC1.O=S1(=O)CCCC1.O=S1(=O)CCCC1.O=S1(=O)CCCC1.O=S1(=O)CCCC1.O=S1(=O)CCCC1.